Here is a cluster of 2 separate species, C17H30N3O3 in total in a non-equilibrium geometry from the Open Molecules 2025 dataset. Energies are from ωB97M-V/def2-TZVPD.

As for the HOMO-LUMO gap: 6.658 eV. As for the strongest force on any atom: 1.76 eV/A. The value obtained for the LUMO energy is -4.772 eV. Its net charge is +1.

Structure (XYZ):
```
53
C17H30N3O3 (ωB97M-V/def2-TZVPD)
C -2.77 0.97 2.11
C -2.96 -0.37 1.36
C -1.69 -1.22 1.32
C -0.58 -0.62 0.44
C 0.57 -0.01 1.24
C 1.64 0.59 0.28
C 1.78 2.10 0.48
C 2.43 2.88 -0.67
C 1.91 2.47 -2.01
N 2.67 1.64 -2.70
N 2.22 1.22 -3.86
C 1.06 1.54 -4.42
C 0.22 2.42 -3.74
C 0.65 2.90 -2.51
C -0.23 3.79 -1.68
C -1.38 4.40 -2.45
O -2.49 4.18 -2.19
O -1.03 5.11 -3.57
H -2.73 1.80 1.42
H -1.86 0.96 2.70
H -3.59 1.14 2.80
H -3.75 -0.93 1.84
H -3.26 -0.15 0.34
H -1.33 -1.40 2.32
H -1.97 -2.20 0.93
H -1.03 0.15 -0.19
H -0.17 -1.40 -0.19
H 0.16 0.79 1.85
H 1.02 -0.75 1.88
H 2.59 0.09 0.47
H 1.34 0.35 -0.73
H 0.81 2.54 0.70
H 2.40 2.27 1.36
H 2.22 3.93 -0.54
H 3.51 2.77 -0.71
H 2.84 0.60 -4.36
H 0.82 1.12 -5.38
H -0.73 2.70 -4.17
H -0.69 3.23 -0.87
H 0.36 4.62 -1.27
H -0.67 5.97 -3.32
C -0.17 -4.98 3.62
C 0.41 -4.17 2.49
O 0.78 -3.02 2.64
N 0.51 -4.78 1.28
C 0.12 -6.13 0.91
H -0.19 -4.36 4.51
H -1.19 -5.28 3.39
H 0.43 -5.86 3.82
H 0.91 -4.19 0.57
H 0.99 -6.68 0.55
H -0.63 -6.11 0.12
H -0.29 -6.65 1.77
```

Here is an isolated molecule of C3H6OS2 in a non-equilibrium geometry from the Open Molecules 2025 dataset. Energies are from ωB97M-V/def2-TZVPD.

As for the HOMO-LUMO gap: 9.653 eV. As for the strongest force on any atom: 4.03 eV/A. The value obtained for the LUMO energy is 0.587 eV. As for the SMILES: SC1(S)COC1. Its relative energy (zero: lowest compared OMol25 entry of this formula, charge and spin) is 59.2 kcal per mole.

Structure (XYZ):
```
12
C3H6OS2 (ωB97M-V/def2-TZVPD)
S -1.54 -0.29 1.31
C -0.35 -0.32 -0.18
S -1.12 -0.10 -1.80
C 0.58 -1.47 0.05
O 1.67 -0.64 0.38
C 0.94 0.55 0.29
H -1.63 1.11 1.48
H -1.17 1.23 -1.76
H 0.39 -2.16 0.89
H 0.58 -2.22 -0.70
H 1.29 1.20 -0.53
H 0.90 0.93 1.24
```

Here is a structure of composition C20H29AsNS4Se4Ta in a non-equilibrium geometry from the Open Molecules 2025 dataset. Energies are from ωB97M-V/def2-TZVPD.

As for the HOMO-LUMO gap: 5.663 eV. As for the strongest force on any atom: 2.87 eV/A. The value obtained for the LUMO energy is -7.127 eV. Its net charge is +2. Its relative energy (zero: lowest compared OMol25 entry of this formula, charge and spin) is 0.0 kcal per mole.

Structure (XYZ):
```
60
C20H29AsNS4Se4Ta (ωB97M-V/def2-TZVPD)
Ta -14.55 9.96 4.17
C -16.85 9.94 1.67
C -15.85 10.64 0.76
S -14.20 10.70 1.56
C -13.63 12.44 1.24
C -14.24 13.46 2.16
S -14.47 12.78 3.94
C -16.25 13.35 4.11
C -17.18 12.57 3.24
S -16.89 10.72 3.38
H -16.58 8.88 1.87
H -17.89 9.95 1.31
H -16.27 11.58 0.33
H -15.69 10.05 -0.15
H -13.90 12.62 0.17
H -12.49 12.42 1.35
H -15.21 13.82 1.71
H -13.59 14.33 2.28
H -16.17 14.41 3.83
H -16.53 13.24 5.20
H -17.08 12.85 2.17
H -18.26 12.78 3.52
C -11.68 7.56 7.07
C -11.61 8.44 8.21
C -12.38 9.58 8.14
C -13.33 9.75 7.09
N -13.29 8.97 5.99
C -12.42 7.96 5.96
C -14.40 10.73 7.11
C -14.52 11.45 8.28
C -15.79 11.89 8.67
C -16.84 11.68 7.78
C -16.62 11.17 6.50
C -15.38 10.73 6.08
H -11.27 6.56 7.10
H -11.04 8.21 9.07
H -12.32 10.34 8.89
H -12.40 7.37 5.03
H -13.72 11.53 8.98
H -15.93 12.35 9.63
H -17.87 11.97 8.03
H -17.47 11.05 5.80
Se -13.69 7.82 2.76
Se -14.61 5.71 3.39
Se -16.83 6.53 3.42
Se -16.25 8.00 5.08
C -8.94 11.22 2.89
As -10.42 9.91 2.97
C -9.95 8.44 4.07
C -10.68 9.41 1.11
S -12.28 10.81 3.94
H -8.10 10.74 2.40
H -8.66 11.57 3.90
H -9.29 12.06 2.29
H -8.94 8.04 3.86
H -10.70 7.66 3.85
H -10.02 8.78 5.12
H -10.79 10.36 0.55
H -11.57 8.84 0.95
H -9.79 8.84 0.82
```

Q: What is the formula in the first record?
A: C17H30N3O3

Q: Which formula does entry 3 have?
A: C20H29AsNS4Se4Ta